[1]
{
  "formula": "C3H6N2O2",
  "method": "ωB97M-V/def2-TZVPD",
  "elements": ["C", "C", "N", "C", "O", "O", "N", "H", "H", "H", "H", "H", "H"],
  "positions_angstrom": [[0.797, -0.095, 0.118], [-1.137, -0.170, 0.005], [1.753, 0.690, -0.522], [-0.207, 0.477, 0.905], [1.215, -1.399, 0.269], [-1.540, -1.474, 0.117], [-1.930, 0.766, -0.444], [0.432, -1.958, 0.393], [-2.325, -1.580, -0.438], [2.564, 0.169, -0.826], [2.068, 1.499, -0.009], [-1.418, 1.571, -0.797], [-0.271, 1.505, 1.230]],
  "forces_ev_per_a": [[3.020, 1.974, 2.946], [-4.101, 2.313, 1.498], [0.341, -0.907, -0.192], [2.494, -2.539, -0.572], [-1.030, 0.485, -1.554], [0.466, 0.385, -0.068], [-0.390, -1.664, -1.908], [0.003, -0.062, 0.210], [0.019, 0.119, -0.174], [-0.037, -0.179, -0.092], [-0.496, 0.230, 0.024], [-0.050, -0.196, 0.458], [-0.238, 0.041, -0.576]],
  "molar_mass_g_mol": 102.1,
  "homo_ha": -0.3053,
  "max_force_ev_per_a": 4.9,
  "spin_multiplicity": 1,
  "orbital_gap_ev": 8.66,
  "relative_energy_kcal_mol": 110.2,
  "total_energy_ha": -377.7837
}

[2]
{
  "formula": "C25H63N2O7PSi",
  "method": "ωB97M-V/def2-TZVPD",
  "elements": ["C", "C", "C", "N", "Si", "C", "C", "N", "C", "C", "C", "C", "O", "P", "O", "O", "H", "H", "H", "H", "H", "H", "H", "H", "H", "H", "H", "H", "H", "H", "H", "H", "H", "H", "H", "H", "H", "H", "H", "C", "C", "O", "C", "C", "H", "H", "H", "H", "H", "H", "H", "H", "H", "H", "C", "C", "O", "C", "C", "H", "H", "H", "H", "H", "H", "H", "H", "H", "H", "C", "C", "O", "C", "C", "H", "H", "H", "H", "H", "H", "H", "H", "H", "H", "C", "C", "O", "C", "C", "H", "H", "H", "H", "H", "H", "H", "H", "H", "H"],
  "positions_angstrom": [[-0.677, -0.155, 0.339], [-0.446, 0.678, 1.598], [1.058, 0.768, 1.960], [1.357, 0.078, 3.229], [2.546, 0.808, 4.277], [4.051, -0.283, 4.592], [4.084, -1.023, 5.923], [3.164, -2.157, 5.939], [3.189, -2.811, 7.262], [2.154, -2.148, 8.184], [3.513, -3.103, 4.908], [4.737, -3.968, 5.105], [2.833, -3.187, 3.886], [1.386, 1.216, 6.162], [2.495, 1.872, 7.207], [0.341, 2.444, 5.801], [-1.714, -0.090, 0.025], [-0.038, 0.143, -0.486], [-0.463, -1.200, 0.556], [-0.936, 0.175, 2.424], [-0.859, 1.674, 1.469], [1.344, 1.810, 2.051], [1.612, 0.326, 1.134], [1.572, -0.899, 3.076], [3.034, 2.038, 3.590], [4.959, 0.312, 4.517], [4.096, -0.980, 3.757], [5.114, -1.360, 6.110], [3.859, -0.349, 6.741], [4.185, -2.770, 7.709], [2.907, -3.850, 7.126], [1.954, -1.149, 7.814], [2.516, -2.110, 9.207], [1.229, -2.710, 8.153], [5.259, -4.093, 4.166], [5.424, -3.559, 5.838], [4.402, -4.944, 5.445], [2.176, 1.647, 8.080], [0.257, 2.591, 4.856], [8.869, 1.592, 8.062], [7.723, 1.151, 7.168], [7.087, -0.042, 7.590], [6.498, -0.013, 8.877], [5.415, 1.039, 9.037], [9.618, 0.803, 8.139], [9.343, 2.482, 7.649], [8.533, 1.833, 9.071], [8.103, 0.935, 6.170], [6.988, 1.957, 7.057], [7.266, 0.099, 9.651], [6.064, -1.005, 9.014], [5.802, 2.053, 8.923], [4.963, 0.967, 10.027], [4.640, 0.901, 8.285], [-5.730, 0.643, -2.605], [-4.218, 0.778, -2.551], [-3.568, -0.271, -1.859], [-3.754, -1.575, -2.382], [-3.270, -1.743, -3.811], [-6.144, 0.577, -1.598], [-6.165, 1.510, -3.104], [-6.043, -0.247, -3.153], [-3.954, 1.685, -2.007], [-3.804, 0.885, -3.560], [-4.804, -1.877, -2.291], [-3.183, -2.230, -1.724], [-3.824, -1.113, -4.508], [-3.393, -2.776, -4.133], [-2.216, -1.476, -3.893], [-4.902, -1.211, -8.267], [-3.391, -1.059, -8.248], [-2.716, -2.106, -7.575], [-2.897, -3.407, -8.098], [-2.432, -3.570, -9.535], [-5.291, -1.289, -7.250], [-5.357, -0.344, -8.749], [-5.221, -2.100, -8.813], [-3.124, -0.152, -7.705], [-3.002, -0.939, -9.264], [-3.942, -3.721, -7.994], [-2.310, -4.060, -7.452], [-3.002, -2.945, -10.224], [-2.551, -4.606, -9.852], [-1.380, -3.295, -9.628], [-6.302, 3.097, -7.481], [-4.855, 2.999, -7.934], [-4.699, 2.834, -9.331], [-5.218, 3.870, -10.144], [-4.599, 5.232, -9.884], [-6.861, 2.216, -7.798], [-6.348, 3.167, -6.393], [-6.802, 3.975, -7.891], [-4.398, 2.116, -7.487], [-4.280, 3.862, -7.582], [-6.310, 3.919, -10.053], [-5.005, 3.564, -11.168], [-4.798, 5.588, -8.873], [-5.005, 5.966, -10.580], [-3.517, 5.190, -10.015]],
  "forces_ev_per_a": [[-0.214, -0.021, 0.314], [0.633, -0.282, -0.332], [-0.912, -0.424, 0.218], [0.862, 0.466, -0.100], [0.220, 0.124, -0.525], [-0.221, 0.194, 0.233], [0.522, -0.102, -0.518], [0.095, -0.652, 0.067], [-0.620, 0.386, 0.021], [0.452, -0.230, -0.309], [-1.153, 0.202, -1.670], [-0.192, 0.099, 0.097], [1.188, 0.229, 1.684], [-0.709, -1.077, 0.751], [0.156, 0.430, -0.608], [0.276, 0.053, -0.100], [-0.113, -0.044, -0.200], [0.045, 0.181, -0.142], [0.067, -0.172, -0.042], [-0.253, 0.200, 0.225], [-0.164, 0.137, 0.059], [0.178, 0.170, -0.031], [0.330, 0.066, -0.068], [-0.305, -0.230, 0.093], [-0.101, 0.099, 0.066], [0.037, 0.275, 0.012], [0.055, -0.145, -0.096], [0.092, -0.069, 0.089], [-0.299, 0.005, 0.159], [0.215, -0.053, -0.007], [0.139, -0.230, 0.031], [-0.109, 0.204, 0.135], [-0.041, 0.041, 0.195], [-0.242, 0.040, 0.044], [-0.046, -0.047, -0.234], [0.033, 0.052, 0.165], [0.044, -0.196, 0.046], [0.041, 0.047, 0.443], [0.032, 0.267, -0.187], [-0.021, -0.070, 0.088], [0.019, 0.125, -0.041], [-0.013, -0.149, -0.096], [-0.046, 0.014, 0.137], [0.028, 0.041, -0.079], [0.012, 0.001, -0.018], [0.005, 0.000, -0.026], [-0.017, 0.059, -0.019], [-0.022, -0.058, -0.011], [0.002, 0.017, 0.052], [0.010, 0.046, -0.016], [0.019, -0.029, -0.051], [0.026, 0.002, 0.064], [0.009, -0.037, 0.009], [-0.033, 0.039, 0.013], [-0.010, -0.105, 0.024], [-0.024, 0.070, -0.081], [0.062, 0.045, 0.145], [-0.024, -0.131, -0.063], [-0.005, 0.137, -0.024], [-0.002, 0.020, 0.008], [0.008, 0.024, 0.010], [0.006, 0.029, -0.054], [0.040, -0.022, 0.038], [-0.038, -0.031, -0.024], [-0.013, 0.024, -0.041], [0.018, 0.051, 0.053], [-0.036, -0.061, -0.031], [0.009, -0.017, 0.010], [0.016, -0.025, 0.000], [-0.042, -0.056, 0.036], [-0.068, 0.062, -0.074], [0.117, 0.028, 0.165], [-0.052, -0.100, -0.048], [0.004, 0.113, -0.030], [0.006, 0.015, 0.010], [0.029, 0.028, 0.000], [0.009, 0.030, -0.056], [0.049, -0.018, 0.029], [-0.037, -0.028, -0.025], [-0.014, 0.019, -0.051], [0.016, 0.043, 0.048], [-0.045, -0.041, -0.004], [0.011, -0.019, 0.019], [0.014, -0.019, 0.007], [-0.046, 0.023, -0.095], [-0.029, 0.013, 0.123], [0.083, -0.160, -0.043], [-0.072, 0.091, -0.064], [0.053, -0.028, 0.107], [0.006, -0.019, 0.017], [0.015, -0.019, 0.013], [0.020, 0.037, 0.049], [0.039, -0.025, -0.061], [-0.039, 0.036, -0.010], [0.002, 0.034, 0.044], [0.023, -0.062, 0.011], [-0.057, 0.025, -0.019], [0.000, -0.009, -0.028], [0.005, 0.002, -0.024]],
  "molar_mass_g_mol": 562.8,
  "homo_ha": -0.2823,
  "max_force_ev_per_a": 2.1,
  "spin_multiplicity": 1,
  "smiles": "CCCN[Si@H](CCN(CC)C(C)=O)P(O)O.CCOCC.CCOCC.CCOCC.CCOCC",
  "orbital_gap_ev": 8.45,
  "total_energy_ha": -2257.3288
}

[3]
{
  "formula": "C42H42Br6N6O12",
  "method": "ωB97M-V/def2-TZVPD",
  "elements": ["Br", "C", "C", "Br", "H", "H", "H", "H", "Br", "C", "C", "Br", "H", "H", "H", "H", "Br", "C", "C", "Br", "H", "H", "H", "H", "C", "C", "C", "C", "C", "C", "N", "O", "O", "H", "H", "H", "H", "H", "C", "C", "C", "C", "C", "C", "N", "O", "O", "H", "H", "H", "H", "H", "C", "C", "C", "C", "C", "C", "N", "O", "O", "H", "H", "H", "H", "H", "C", "C", "C", "C", "C", "C", "N", "O", "O", "H", "H", "H", "H", "H", "C", "C", "C", "C", "C", "C", "N", "O", "O", "H", "H", "H", "H", "H", "C", "C", "C", "C", "C", "C", "N", "O", "O", "H", "H", "H", "H", "H"],
  "positions_angstrom": [[3.709, 20.478, 0.161], [1.800, 20.584, -0.426], [1.497, 19.300, -1.135], [-0.428, 19.484, -1.734], [1.715, 21.466, -1.060], [1.179, 20.799, 0.444], [1.596, 18.523, -0.376], [2.170, 19.112, -1.971], [5.651, 22.537, 3.001], [6.307, 22.330, 4.932], [7.725, 21.697, 5.026], [7.919, 21.223, 6.917], [5.607, 21.588, 5.316], [6.228, 23.272, 5.475], [8.438, 22.476, 4.758], [7.846, 20.845, 4.358], [4.528, 18.911, 4.442], [5.241, 18.216, 2.712], [6.565, 18.952, 2.440], [8.014, 18.107, 3.503], [4.514, 18.400, 1.921], [5.451, 17.147, 2.718], [6.567, 20.033, 2.574], [6.837, 18.856, 1.388], [11.126, 23.642, -2.611], [10.893, 24.365, -1.442], [10.127, 23.934, -0.391], [9.722, 22.561, -0.432], [10.006, 21.726, -1.562], [10.761, 22.292, -2.639], [8.912, 21.996, 0.668], [8.263, 20.963, 0.429], [8.751, 22.621, 1.713], [11.604, 24.154, -3.433], [11.337, 25.350, -1.438], [9.867, 24.500, 0.491], [9.663, 20.713, -1.712], [10.909, 21.661, -3.503], [8.717, 16.308, -2.041], [7.857, 16.132, -3.122], [6.496, 16.322, -2.969], [5.956, 16.481, -1.731], [6.814, 16.609, -0.652], [8.199, 16.562, -0.815], [4.486, 16.453, -1.513], [4.060, 16.682, -0.365], [3.785, 16.086, -2.433], [9.781, 16.397, -2.207], [8.304, 16.024, -4.100], [5.948, 16.281, -3.899], [6.456, 16.709, 0.362], [8.920, 16.814, -0.051], [11.180, 18.637, -0.026], [12.515, 18.292, -0.172], [13.320, 18.174, 1.002], [12.713, 18.415, 2.269], [11.406, 18.928, 2.335], [10.626, 18.962, 1.223], [13.436, 18.148, 3.518], [14.362, 17.391, 3.480], [13.072, 18.673, 4.587], [10.501, 18.560, -0.862], [12.808, 17.988, -1.166], [14.333, 17.811, 0.915], [10.929, 19.135, 3.281], [9.623, 19.354, 1.141], [6.530, 16.859, 6.982], [6.600, 17.859, 8.003], [6.321, 17.489, 9.340], [5.829, 16.211, 9.631], [5.862, 15.307, 8.673], [6.237, 15.581, 7.393], [5.396, 15.863, 10.990], [4.602, 14.993, 11.208], [6.014, 16.423, 11.915], [6.734, 17.081, 5.945], [6.754, 18.907, 7.795], [6.191, 18.232, 10.113], [5.435, 14.325, 8.810], [6.173, 14.806, 6.643], [10.099, 14.871, 2.851], [9.928, 14.060, 1.713], [10.293, 12.683, 1.864], [10.925, 12.170, 3.039], [10.992, 13.046, 4.134], [10.655, 14.424, 4.025], [11.333, 10.783, 3.145], [11.867, 10.429, 4.210], [11.136, 9.974, 2.282], [9.837, 15.918, 2.793], [9.514, 14.420, 0.783], [10.072, 12.091, 0.988], [11.435, 12.678, 5.047], [10.767, 15.033, 4.910], [1.047, 20.066, 4.731], [0.835, 19.697, 6.068], [-0.400, 19.843, 6.725], [-1.430, 20.470, 5.986], [-1.185, 20.852, 4.702], [0.002, 20.558, 4.040], [-2.712, 20.799, 6.569], [-3.126, 20.046, 7.491], [-3.278, 21.831, 6.183], [1.995, 20.093, 4.214], [1.625, 19.213, 6.623], [-0.568, 19.542, 7.749], [-2.029, 21.244, 4.154], [0.112, 20.918, 3.028]],
  "forces_ev_per_a": [[-0.774, 0.214, -0.176], [0.708, 0.888, -0.093], [-0.588, 0.322, 0.681], [1.155, -0.407, 0.205], [0.272, -0.176, -0.111], [0.195, -0.471, 0.054], [-0.436, -0.400, -0.508], [-0.469, 0.037, -0.079], [0.584, 0.144, 1.485], [0.021, -1.300, -0.783], [-1.144, 1.501, -0.711], [0.278, 0.031, -0.439], [-0.123, 0.351, 0.031], [-0.002, -0.060, -0.388], [0.296, -0.383, 0.227], [0.008, -0.047, 0.462], [0.191, -0.750, -0.714], [1.021, 0.843, 0.025], [-0.369, -0.441, -0.504], [-0.521, 0.449, -0.324], [-0.051, 0.303, 0.290], [-0.354, 0.035, 0.628], [-0.013, -0.186, 0.506], [0.222, -0.322, 0.022], [0.171, -0.937, 0.436], [0.038, 1.012, -0.457], [0.145, -2.057, 0.179], [-1.484, -1.230, 0.978], [1.142, 1.818, -0.820], [-1.507, -0.047, 1.216], [2.392, 1.751, -3.538], [-1.155, -2.761, -0.550], [0.068, 1.665, 2.279], [0.214, -0.243, -0.107], [-0.261, 0.388, 0.213], [0.168, 0.117, -0.059], [-0.183, 0.077, 0.603], [0.194, 0.063, -0.198], [0.100, 0.092, -1.409], [0.610, 0.774, 0.251], [0.389, -0.871, -2.043], [0.036, 0.237, 1.262], [0.224, -0.104, 1.097], [-0.476, 0.414, 0.473], [-0.315, -0.364, 1.513], [0.770, -0.033, -1.673], [0.221, 0.425, 0.020], [0.150, -0.379, 0.002], [-0.261, -0.130, -0.167], [-0.630, -0.007, 0.306], [-0.390, 0.156, -0.099], [-0.415, -0.104, 0.611], [0.062, -0.386, 0.588], [-0.225, -0.287, 1.557], [-1.213, -0.143, 0.107], [-0.225, 0.657, -1.726], [0.371, -0.842, 1.232], [0.230, 0.456, -2.239], [-0.758, 1.161, 1.758], [1.145, -0.937, -0.622], [-0.212, -0.291, -1.755], [0.086, 0.361, -0.255], [0.701, 0.111, 0.117], [0.042, 0.038, 0.232], [0.340, 0.148, 0.234], [-0.322, 0.061, 0.712], [0.632, 1.189, 1.548], [-0.609, -1.327, 0.565], [-1.071, 0.646, -0.704], [0.803, 2.484, 1.226], [-1.317, -3.537, -1.086], [0.082, 0.424, -1.754], [2.188, 0.789, 1.949], [-0.972, -0.614, -0.828], [-0.728, 0.003, -1.290], [-0.029, 0.161, 0.014], [0.248, -0.120, -0.184], [0.502, 0.201, 0.020], [0.161, -0.212, 0.506], [0.062, -0.187, 0.046], [-0.006, 0.836, -1.127], [0.890, -2.035, 2.206], [0.150, 0.981, -0.428], [-1.886, 2.543, -0.986], [0.906, 0.358, -0.264], [-0.074, -2.537, 0.170], [0.914, -1.255, 2.598], [-0.366, 1.116, -0.634], [-0.605, 0.280, -1.647], [-0.120, 0.161, -0.116], [-0.056, -0.008, 0.084], [0.356, -0.560, 0.172], [-0.066, -0.042, 0.087], [-0.007, 0.210, -0.151], [0.580, -0.155, 0.917], [-0.334, -0.489, 0.644], [-0.019, 0.483, -1.207], [1.541, -0.465, 0.573], [-1.130, -0.399, -1.273], [-1.376, 1.546, -0.334], [-1.360, 0.006, 1.936], [0.705, 1.658, -2.027], [0.598, -1.757, 0.528], [0.288, -0.625, 0.439], [0.215, 0.133, 0.047], [0.115, -0.067, -0.026], [0.089, 0.362, -0.101], [0.022, -0.183, -0.150]],
  "molar_mass_g_mol": 1302.3,
  "homo_ha": [-0.0929, -0.2241],
  "charge": -1,
  "max_force_ev_per_a": 4.6,
  "spin_multiplicity": 2,
  "orbital_gap_ev": [3.03, 6.60],
  "s2": 0.767,
  "total_energy_ha": -18300.5810
}